188
Properties=species:S:1:pos:R:3:forces:R:3:lowdin_charge:R:1 method="wB97M-V/def2-TZVPD" homo_lumo_gap_ev=8.80 lumo_energy_ev=0.57 smiles="CCN(CC)CC.CCN(CC)CC.CCN(CC)CC.CCN(CC)CC.CCN(CC)CC.CCN(CC)CC.CCN(CC)CC.CCN(CC)CC.CNC(C)=O" relative_energy_kcal_mol=76.40
C 3.763930 -14.066510 -5.702150 0.78 -1.16 0.67 -0.089
C 4.594890 -13.880130 -6.985300 -1.63 1.95 0.96 -0.217
N 4.963480 -12.422530 -7.011290 -0.43 -0.17 0.23 -0.182
C 3.946820 -11.520400 -7.685130 2.03 -1.30 0.05 -0.218
C 4.305270 -10.043290 -7.591290 -0.69 -0.32 -0.06 -0.083
C 6.353090 -12.221780 -7.395050 -0.48 -0.55 -0.78 -0.257
C 6.641600 -12.761640 -8.828400 0.54 0.62 0.09 -0.062
H 4.405900 -13.963500 -4.827300 0.30 0.25 -0.02 0.049
H 3.435900 -15.102880 -5.621900 -0.34 -0.13 -0.16 0.045
H 2.915280 -13.420280 -5.477920 -0.01 0.22 -0.78 0.070
H 5.445450 -14.561690 -6.997180 0.19 0.36 0.16 0.107
H 3.954090 -14.159450 -7.821630 0.07 0.07 -0.46 0.107
H 3.987080 -11.791750 -8.740040 -0.53 0.03 -0.41 0.097
H 2.949530 -11.744090 -7.306350 0.14 0.00 0.19 0.106
H 4.450160 -9.709680 -6.563770 0.14 -0.02 0.02 0.068
H 5.157530 -9.788110 -8.221080 0.04 -0.02 0.19 0.050
H 3.438720 -9.525110 -8.002000 0.05 0.33 0.03 0.075
H 6.969420 -12.698060 -6.632560 0.11 -0.46 -0.13 0.090
H 6.611070 -11.170440 -7.267650 -0.06 0.15 -0.44 0.080
H 6.450570 -13.822030 -8.993270 -0.23 -0.06 0.47 0.064
H 7.680980 -12.628130 -9.128340 0.20 0.18 0.15 0.046
H 6.058210 -12.227410 -9.578300 -0.14 0.12 0.07 0.067
C 11.178210 -6.452820 -9.349450 0.17 -0.42 0.28 -0.084
C 10.516300 -7.561260 -10.185950 0.00 0.20 -0.31 -0.219
N 10.419350 -8.918040 -9.563740 -0.64 1.13 -1.00 -0.176
C 9.413810 -9.077030 -8.543230 -1.25 0.62 -0.42 -0.268
C 7.986580 -8.662380 -8.995540 1.10 -0.70 0.50 -0.071
C 11.678350 -9.425770 -9.125660 0.72 -0.37 0.06 -0.298
C 12.710860 -9.718770 -10.194640 0.44 -0.56 -0.02 -0.080
H 12.246220 -6.647180 -9.251110 -0.01 -0.06 0.49 0.062
H 10.661910 -6.410480 -8.390410 0.38 -0.12 0.34 0.068
H 11.125110 -5.426200 -9.711850 -0.34 -0.20 -0.65 0.070
H 9.554810 -7.151280 -10.495070 -0.39 -0.64 0.24 0.097
H 11.022140 -7.683470 -11.143700 0.35 -0.09 0.07 0.107
H 9.354340 -10.133320 -8.280910 0.24 -0.09 0.10 0.090
H 9.610200 -8.502300 -7.638120 0.39 0.03 0.48 0.109
H 7.886580 -7.579660 -9.071850 -0.15 -0.15 -0.23 0.067
H 7.775050 -9.204500 -9.917210 -0.28 0.35 -0.13 0.082
H 7.335870 -9.030960 -8.202560 -0.30 0.17 -0.10 0.043
H 11.536160 -10.404550 -8.667530 -0.51 0.08 0.34 0.081
H 12.121160 -8.782770 -8.365020 0.23 0.10 0.39 0.114
H 13.381920 -8.905580 -10.471240 -0.34 0.16 -0.23 0.072
H 12.270620 -10.228970 -11.051360 -0.13 0.46 -0.22 0.067
H 13.348710 -10.492550 -9.767430 0.35 0.04 0.07 0.062
C 1.870760 -17.761110 -4.822530 -0.12 1.21 1.01 -0.075
C 2.635890 -18.216860 -3.545180 -0.74 0.04 -1.54 -0.265
N 2.357980 -17.505040 -2.309430 -0.37 0.04 -1.29 -0.164
C 2.694960 -16.070280 -2.461280 0.26 -0.27 1.85 -0.230
C 4.171570 -15.750110 -2.563360 0.71 -0.03 -0.61 -0.088
C 3.011530 -18.259530 -1.239640 -0.96 0.33 0.63 -0.264
C 2.729110 -17.679490 0.155480 0.91 0.12 -0.27 -0.075
H 0.798170 -17.680940 -4.645810 -0.17 -0.71 -0.04 0.074
H 2.118540 -18.329700 -5.718870 -0.09 -0.23 0.27 0.073
H 2.088100 -16.715350 -5.039900 0.46 0.04 -0.17 0.028
H 2.367350 -19.266290 -3.423980 0.35 -0.09 0.27 0.111
H 3.689130 -18.107580 -3.803730 0.49 -0.46 0.05 0.100
H 2.135190 -15.520520 -3.217930 -0.10 -0.72 -0.45 0.110
H 2.332940 -15.575850 -1.559840 0.00 -0.12 0.26 0.066
H 4.603780 -16.000300 -3.532230 -0.19 0.20 -0.34 0.052
H 4.312940 -14.681910 -2.398890 0.15 0.01 -0.01 0.049
H 4.834500 -16.302760 -1.897630 -0.35 0.04 0.58 0.074
H 4.053080 -18.510080 -1.440870 0.73 0.80 0.15 0.104
H 2.629600 -19.280410 -1.246340 -0.72 0.04 -0.16 0.108
H 3.177440 -18.348690 0.889840 -0.26 -0.05 0.18 0.074
H 1.674240 -17.500340 0.363450 -0.06 -0.41 -0.20 0.079
H 3.210420 -16.715310 0.319160 0.18 0.12 -0.17 0.039
C 2.761210 -12.334270 -1.784660 0.28 0.50 0.60 -0.066
C 2.036100 -10.979810 -1.537760 -0.17 -0.49 -0.50 -0.231
N 2.714170 -9.799590 -2.148320 0.27 -0.70 -0.15 -0.141
C 4.039390 -9.590440 -1.493330 -1.08 0.48 0.64 -0.261
C 4.499120 -8.108960 -1.489720 0.06 -1.69 -0.11 -0.071
C 2.757750 -9.853890 -3.654290 0.40 0.42 1.31 -0.268
C 1.385760 -9.959600 -4.254240 0.03 0.34 0.10 -0.093
H 2.180560 -13.239100 -1.605150 -0.37 0.24 -0.02 0.051
H 3.572490 -12.373440 -1.057770 0.31 -0.19 -0.05 0.051
H 3.210700 -12.419500 -2.774000 -0.14 0.15 -0.14 0.056
H 0.980290 -11.058880 -1.796840 0.05 0.23 -0.95 0.096
H 1.872420 -10.839100 -0.469340 0.82 0.29 0.24 0.105
H 4.794150 -10.332540 -1.753590 0.31 0.11 -0.67 0.083
H 3.876320 -9.799080 -0.435990 -0.21 -0.20 0.17 0.100
H 5.455340 -8.063080 -0.968530 0.13 0.11 -0.14 0.046
H 3.777700 -7.588660 -0.859700 -0.04 0.46 -0.65 0.078
H 4.634360 -7.787810 -2.522520 -0.24 0.63 0.26 0.059
H 3.146050 -8.905990 -4.026850 0.27 0.22 0.35 0.103
H 3.444430 -10.597940 -4.057980 0.12 -0.51 0.12 0.093
H 0.829070 -9.112940 -3.852510 -0.38 -0.16 -0.02 0.084
H 1.498620 -9.790530 -5.325110 -0.30 -0.33 -0.12 0.068
H 0.883190 -10.897310 -4.017160 -0.05 0.07 -0.26 0.069
C 10.802170 -12.836060 -10.645840 -0.34 0.87 -0.75 -0.073
C 11.588260 -14.005740 -10.156290 0.85 0.36 0.85 -0.262
N 11.181540 -14.426710 -8.843800 -2.81 -2.94 2.46 -0.174
C 11.113570 -13.495590 -7.703420 2.04 -0.10 -1.23 -0.262
C 12.548920 -13.035920 -7.399950 -0.83 1.45 -0.23 -0.071
C 9.889290 -15.207590 -8.777480 1.17 -0.85 -1.78 -0.217
C 9.930560 -16.466680 -9.675330 0.39 0.28 -0.40 -0.092
H 10.690010 -12.062620 -9.886030 0.27 0.09 -0.01 0.048
H 9.777650 -13.081930 -10.925150 -0.03 -0.29 -0.10 0.074
H 11.274130 -12.382180 -11.517240 -0.06 0.08 -0.07 0.075
H 11.633270 -14.818150 -10.881590 -0.50 -0.20 0.27 0.107
H 12.651670 -13.807550 -10.022190 0.16 0.70 -0.30 0.110
H 10.443270 -12.670880 -7.945590 0.04 0.56 0.15 0.081
H 10.709410 -13.924410 -6.786430 -0.07 -0.69 -0.40 0.096
H 12.473540 -12.365690 -6.543670 0.48 -0.15 0.34 0.063
H 13.312410 -13.806070 -7.290070 -0.47 -0.21 0.25 0.083
H 12.880320 -12.385610 -8.209500 0.17 0.02 -0.17 0.045
H 9.042400 -14.636290 -9.157610 -0.24 0.44 0.18 0.085
H 9.655510 -15.540120 -7.766110 0.30 0.33 0.11 0.097
H 10.697240 -17.206140 -9.444050 -0.18 -0.06 0.81 0.072
H 10.238730 -16.232930 -10.694390 -0.46 0.40 -0.18 0.049
H 8.942370 -16.922200 -9.739250 0.08 -0.15 0.12 0.069
C 6.904200 -9.663920 -3.579110 -0.40 0.19 -0.65 -0.076
C 7.015930 -11.176720 -3.692620 0.41 0.95 0.34 -0.231
N 8.339580 -11.617850 -3.218240 0.74 0.30 -0.35 -0.157
C 9.484900 -11.041550 -4.028500 -0.30 -0.21 0.85 -0.210
C 9.505050 -11.434780 -5.467080 -1.59 -0.71 -1.62 -0.095
C 8.446080 -13.063080 -3.098810 -0.75 -0.60 0.74 -0.246
C 7.420450 -13.643910 -2.115730 -0.53 0.12 0.67 -0.078
H 7.500660 -9.140570 -4.326410 0.32 0.12 0.28 0.071
H 7.105770 -9.340780 -2.557820 0.32 0.12 -0.10 0.072
H 5.882920 -9.351670 -3.797250 -0.18 -0.13 0.01 0.054
H 6.205590 -11.504860 -3.041650 0.31 -0.71 -0.03 0.089
H 6.806820 -11.497660 -4.713090 -0.18 -0.19 -0.16 0.096
H 9.462470 -9.956410 -3.928160 -0.01 -0.05 0.08 0.106
H 10.436970 -11.380740 -3.620310 -0.16 -0.05 0.62 0.104
H 9.355350 -12.502630 -5.626430 0.64 -0.35 0.40 0.057
H 8.587350 -11.126690 -5.968090 -0.09 0.74 -0.10 0.049
H 10.314000 -11.121470 -6.127040 0.27 0.22 0.55 0.069
H 9.407600 -13.336970 -2.664550 0.32 0.26 -0.25 0.092
H 8.362110 -13.592290 -4.048010 -0.06 -0.03 -0.34 0.090
H 7.578810 -13.261180 -1.107490 0.45 0.09 0.16 0.055
H 7.435630 -14.730080 -2.025740 0.40 -0.05 -0.28 0.058
H 6.370440 -13.389580 -2.260310 0.00 0.08 -0.68 0.047
C 9.762760 -19.224100 -1.748940 -0.38 0.65 0.45 -0.076
C 8.926390 -17.930510 -1.488760 0.77 -0.20 0.31 -0.241
N 8.932530 -16.939430 -2.583350 -1.15 -0.55 -0.10 -0.182
C 10.277370 -16.432110 -2.911030 -0.67 -1.47 -0.16 -0.264
C 10.918590 -15.790210 -1.717530 0.15 0.60 -0.21 -0.084
C 8.273320 -17.507750 -3.785070 0.16 1.28 0.26 -0.246
C 7.792720 -16.425640 -4.738920 -0.30 0.31 -0.28 -0.094
H 10.818530 -18.973720 -1.852740 -0.01 -0.07 -0.42 0.061
H 9.363010 -19.763260 -2.607770 0.31 0.04 -0.12 0.064
H 9.736900 -19.913440 -0.905000 -0.30 0.10 0.16 0.067
H 7.919110 -18.203490 -1.174170 -0.33 0.03 -0.69 0.104
H 9.270260 -17.428070 -0.584660 0.42 0.01 -0.03 0.096
H 10.809900 -17.300730 -3.298350 0.77 -0.01 -0.13 0.104
H 10.207460 -15.736720 -3.747470 -0.16 0.18 0.16 0.102
H 11.248260 -16.453650 -0.917990 -0.28 -0.11 -0.10 0.075
H 11.795290 -15.220480 -2.025590 -0.02 0.13 0.02 0.079
H 10.139890 -15.108680 -1.375130 0.28 0.20 0.58 0.062
H 7.355450 -18.033920 -3.522840 0.34 -0.41 0.45 0.115
H 8.978370 -18.150670 -4.312010 -0.10 -0.47 -0.17 0.108
H 7.126620 -16.867680 -5.479880 0.23 -0.14 -0.31 0.072
H 8.592350 -15.887380 -5.247800 0.05 -0.08 -0.09 0.051
H 7.162780 -15.682070 -4.250670 0.13 0.02 0.37 0.052
C 2.429260 -13.041990 4.802080 -0.13 0.41 0.01 -0.095
C 3.496590 -13.369560 3.796110 0.27 -0.12 -1.08 -0.267
N 3.064700 -13.602620 2.412390 -0.77 -1.05 -0.47 -0.183
C 1.979040 -14.589620 2.291420 -1.87 1.72 0.42 -0.241
C 1.096390 -14.388890 1.026240 1.12 -0.11 -0.08 -0.071
C 4.196150 -14.022970 1.607430 0.70 1.26 -0.41 -0.249
C 5.245280 -12.867870 1.508960 -0.07 -0.89 -1.06 -0.079
H 1.719780 -13.818710 5.087490 0.38 -0.26 0.00 0.067
H 1.822160 -12.224050 4.414140 0.02 0.20 0.06 0.082
H 2.985000 -12.685640 5.669410 -0.40 -0.02 0.29 0.076
H 4.149250 -12.499440 3.725200 0.07 0.00 0.22 0.104
H 4.134880 -14.205960 4.080940 0.10 -0.32 0.56 0.118
H 1.243040 -14.281730 3.034130 0.19 -0.20 0.52 0.089
H 2.212030 -15.623690 2.545430 0.46 -0.28 -0.35 0.113
H 0.927000 -13.321090 0.887660 0.15 0.07 0.07 0.071
H 0.106880 -14.838400 1.109430 0.19 -0.34 0.12 0.074
H 1.604110 -14.760490 0.136160 -0.25 -0.05 -0.12 0.019
H 4.611030 -14.972690 1.945070 0.54 -0.12 0.65 0.110
H 3.887650 -14.303170 0.600240 -0.41 0.45 -0.21 0.089
H 5.915930 -13.024150 0.664030 0.41 -0.71 0.10 0.048
H 4.795780 -11.950870 1.127950 -0.61 0.17 0.82 0.054
H 5.868900 -12.716280 2.389990 -0.26 0.13 -0.03 0.077
C 7.297790 -10.129780 0.611740 -0.21 0.73 0.01 -0.055
N 8.421340 -10.747330 -0.021090 -0.18 -0.66 -1.02 0.016
C 9.625360 -10.952360 0.519630 1.23 0.00 2.19 -0.527
C 10.685310 -11.642440 -0.343420 -0.50 0.50 -0.28 0.012
O 9.876040 -10.665880 1.702280 -0.25 -0.14 -1.23 0.005
H 7.541970 -9.853700 1.637530 -0.02 -0.08 -0.14 0.096
H 6.390580 -10.732980 0.576820 0.25 -0.27 0.14 0.048
H 7.066060 -9.240080 0.026220 -0.11 0.36 0.28 0.065
H 8.283360 -11.015080 -0.985130 0.24 -0.06 -0.32 0.093
H 11.647150 -11.702030 0.165900 -0.39 -0.20 0.26 0.084
H 10.871520 -11.088980 -1.263800 -0.21 0.09 -0.12 0.066
H 10.286100 -12.614660 -0.632400 0.28 -0.18 0.05 0.058